Formula: C28H45BrN2OP2Pb
Source: OMol25
Level of theory: ωB97M-V/def2-TZVPD

XYZ file:
```
80
Properties=species:S:1:pos:R:3:forces:R:3
H 2.393 -7.295 3.478 -0.01 0.02 -0.42
C 1.144 -2.199 -4.356 -0.10 -0.26 0.22
H -1.778 2.180 2.192 -0.09 -0.13 0.01
C -2.508 1.412 1.900 -0.12 -0.05 -0.16
H 3.049 1.937 -4.986 -0.16 0.07 -0.02
C 3.683 2.240 3.799 -0.24 0.23 0.32
H -4.939 2.464 -1.605 0.07 0.02 0.21
H -2.592 -1.549 0.719 -0.01 0.09 0.01
H 0.172 -1.811 2.430 0.23 0.25 -0.11
C 2.269 2.557 -4.533 0.27 0.22 -0.01
H 1.476 3.393 5.784 -0.12 -0.23 -0.24
H 3.185 1.093 -0.265 -0.08 -0.18 0.13
C 1.549 -8.057 0.401 0.19 0.56 -0.04
C -3.630 -1.247 0.514 -0.33 -0.13 -0.06
N 2.849 3.224 4.234 0.32 -0.60 -0.31
C 1.844 -5.840 1.967 -0.02 0.40 0.14
H 1.618 -3.097 -3.934 0.02 -0.04 -0.15
C -3.143 2.912 -0.439 0.32 -0.09 -0.35
C 1.582 1.028 1.172 -0.09 -0.08 0.03
H 2.756 3.448 -4.122 -0.05 -0.13 -0.09
H 0.122 -2.461 -4.668 0.22 0.12 0.06
H 0.474 -1.168 -2.501 0.11 -0.10 0.30
C 1.528 1.801 -3.433 -0.11 0.04 0.00
C 2.088 -7.137 2.439 -0.03 0.55 -0.50
H -1.919 2.294 -4.880 0.02 -0.31 0.12
H -5.241 2.608 0.144 0.16 0.06 -0.20
C -2.139 1.274 -4.533 -0.29 -0.01 -0.16
C 2.527 0.450 0.315 0.64 -0.91 -0.46
O 3.436 1.037 3.839 0.03 0.64 -0.38
H -3.607 -0.180 -1.369 -0.13 0.02 0.19
H 1.496 1.806 4.944 0.07 0.15 0.02
C 0.801 0.212 1.998 -0.26 -1.16 0.46
H 0.873 2.482 -2.880 0.18 -0.07 0.02
C 1.158 -1.041 -3.356 0.15 -0.25 -0.03
H -1.554 -0.056 -2.893 -0.06 0.12 -0.07
H 0.747 3.235 4.159 0.13 -0.06 0.20
C 1.390 -5.657 0.648 0.28 -1.10 -0.03
H 0.998 -6.728 -1.213 -0.06 -0.04 0.40
H 2.168 -0.837 -2.970 -0.27 -0.08 -0.15
C 3.191 4.630 4.100 -0.01 -0.10 0.05
H -2.601 3.187 -1.357 -0.20 0.19 0.26
H -2.851 3.629 0.343 0.05 -0.15 -0.22
C -3.880 1.742 2.473 -0.20 0.07 0.54
P -2.400 1.285 0.058 0.27 -0.24 0.49
C 1.079 -4.315 0.150 2.14 2.54 2.07
H -4.660 1.029 2.174 0.24 0.15 -0.04
C 1.272 -6.800 -0.156 -0.23 -0.05 -0.16
H -3.178 1.263 -4.181 0.20 0.07 -0.04
H -4.104 -2.059 -0.052 0.04 0.07 0.25
H 2.033 -4.980 2.614 -0.22 -0.29 -0.12
H -4.699 0.526 -0.190 0.11 -0.34 0.05
H 3.230 -1.388 -0.594 -0.09 0.23 0.30
C 1.329 -3.050 0.362 3.27 -2.91 3.95
H 1.694 -1.925 -5.271 -0.15 -0.12 0.42
C -4.643 2.992 -0.691 -0.35 0.24 -0.03
H 4.246 4.703 3.821 -0.17 0.14 0.08
C -3.722 0.043 -0.297 0.00 0.37 -0.47
C -1.180 0.832 -3.421 -0.02 -0.04 0.07
H 0.106 0.658 2.707 0.28 -0.11 -0.11
H 2.581 5.119 3.327 0.10 -0.08 0.16
N 1.967 -8.206 1.656 -0.37 -0.18 0.10
H -3.831 1.706 3.568 -0.09 0.04 -0.16
C 2.580 -0.933 0.156 0.05 1.29 -0.79
C 1.649 -1.748 0.841 -0.75 -1.10 -1.04
H -4.159 -1.161 1.475 0.30 -0.06 -0.25
H -4.929 4.043 -0.826 0.04 -0.21 -0.01
H -4.220 2.749 2.208 0.13 -0.22 -0.03
H 3.022 5.145 5.054 0.14 -0.08 -0.23
H 4.638 2.662 3.412 -0.27 -0.32 0.10
Br 1.308 2.869 1.147 0.15 -0.42 0.00
H -1.048 1.635 -2.684 -0.16 -0.34 0.00
H 2.237 1.346 -2.730 -0.06 0.21 0.04
H -2.078 0.613 -5.409 -0.02 0.15 0.26
C 0.850 -1.175 1.855 -1.18 1.38 0.25
H 1.589 2.884 -5.327 0.11 -0.08 0.14
H -2.147 0.457 2.305 -0.06 0.12 0.00
Pb -0.070 -3.110 -1.247 -4.09 0.93 -4.18
P 0.475 0.457 -4.134 0.29 1.07 -0.94
H 1.433 -8.967 -0.193 0.12 0.31 0.16
C 1.563 2.887 4.812 -0.09 0.32 0.15
```
Positions in Å, forces in eV/Å.

Summary:
- relative energy (zero: lowest compared OMol25 entry of this formula, charge and spin) (kcal per mole) = 0.0
- maximum force (hartree/bohr) = 0.1150
- charge = +2